Below is a cluster of 3 separate species, C4H14NO2 in total, with properties calculated with ωB97M-V/def2-TZVPD.

```
21
Properties=species:S:1:pos:R:3
C 2.79302 0.05222 0.89155
C 1.72742 1.01955 0.40790
C 0.32581 0.60380 0.82866
C -0.22444 0.52658 2.02711
N -0.62991 0.64500 -0.32467
H 2.52908 -1.01388 0.96632
H 3.67488 0.19148 0.26191
H 3.01647 0.10587 1.97269
H 1.94830 1.98976 0.87175
H 1.64068 1.28402 -0.67382
H 0.41735 0.29994 2.87350
H -1.24136 0.82606 2.26824
H -1.20266 -0.22331 -0.25118
H -0.22901 0.78658 -1.24533
H -1.44483 1.23460 -0.11058
H -2.05928 -0.24531 -3.65112
H -3.01046 -0.90991 -2.44908
O -2.20539 -0.48070 -2.73216
H -1.65143 -2.01513 -1.39820
H -2.01554 -2.69750 0.04413
O -2.15871 -1.97972 -0.57762
```

Output
DFT total energy (eV): -9952.4497
Charge: +1
ΔE to the lowest compared entry with this formula, charge and spin (kcal per mole): 53.3
LUMO energy (eV): -3.22
Highest occupied orbital energy (eV): -14.076